{"formula": "C6H12O2", "method": "the ωB97M-V functional and the def2-TZVPD basis", "e_tot_ev": -10507.0649, "lumo_ev": [0.2957, 0.2956], "e_homo_ev": [-7.5, -7.5], "homo_lumo_gap_ev": [7.766, 7.767], "max_force_ev_per_a": 3.5, "multiplicity": 1, "species": ["O", "O", "C", "C", "C", "C", "C", "C", "H", "H", "H", "H", "H", "H", "H", "H", "H", "H", "H", "H"], "xyz": [[1.221, 0.114, -2.255], [-0.306, -2.477, -2.315], [-0.220, -1.245, -0.719], [1.407, 0.687, 0.836], [0.518, -0.549, -1.633], [-0.038, 0.456, 0.450], [-0.683, 1.644, -0.229], [-0.866, -0.052, 1.614], [2.009, 1.050, 0.002], [1.473, 1.448, 1.624], [1.868, -0.221, 1.235], [0.424, -3.109, -2.370], [-0.799, 2.472, 0.482], [-0.434, -0.947, 2.068], [-0.918, 0.713, 2.398], [-0.085, 2.024, -1.059], [-1.892, -0.281, 1.319], [-1.681, 1.400, -0.601], [-1.296, -1.224, -0.810], [0.298, -1.901, -0.037]], "atomic_forces_ev_per_a": [[-1.0835, -0.8000, 0.7632], [0.4150, -0.0634, -0.4596], [0.0154, 2.7634, 2.0657], [-0.0266, -0.0416, -0.0303], [1.1591, -0.2109, -1.6174], [-0.3759, -1.2168, -0.2621], [0.0069, -0.0905, -0.0433], [0.0261, 0.1883, 0.1066], [-0.0051, -0.0344, -0.0095], [-0.0611, -0.0325, -0.0327], [-0.0063, 0.0125, -0.0203], [-0.1408, -0.0033, -0.1111], [0.0250, -0.0728, -0.0005], [0.0138, 0.0076, -0.0351], [-0.0116, -0.0214, 0.0013], [-0.0061, -0.0113, -0.0063], [0.0244, 0.0022, -0.0273], [0.0138, 0.0046, 0.0071], [0.0633, -0.2149, -0.0920], [-0.0457, -0.1649, -0.1963]]}

{"formula": "C6H12O2", "method": "the ωB97M-V functional and the def2-TZVPD basis", "e_tot_ev": -10509.0864, "lumo_ev": 0.8157, "e_homo_ev": -7.8, "homo_lumo_gap_ev": 8.622, "max_force_ev_per_a": 3.1, "multiplicity": 1, "smiles": "CC(C)=C=O.CCO", "species": ["O", "O", "C", "C", "C", "C", "C", "C", "H", "H", "H", "H", "H", "H", "H", "H", "H", "H", "H", "H"], "xyz": [[-0.818, -0.883, 0.900], [-0.289, 1.574, -1.202], [0.455, 0.701, -0.935], [-2.193, -0.421, 0.158], [1.463, -0.018, -0.451], [2.556, 0.674, 0.325], [1.797, -1.346, -1.081], [-2.823, 0.829, 0.724], [0.907, -1.827, -1.478], [-2.110, -0.413, -0.932], [-2.799, 0.821, 1.812], [2.542, -1.211, -1.869], [-3.867, 0.900, 0.409], [3.368, 0.951, -0.353], [-2.778, -1.304, 0.411], [2.243, -2.009, -0.340], [-2.347, 1.743, 0.373], [2.963, 0.015, 1.092], [-0.462, -0.360, 1.642], [2.194, 1.585, 0.794]], "atomic_forces_ev_per_a": [[-2.3690, 0.2463, -1.5350], [-0.0577, -1.2201, -0.0964], [1.6436, 1.4546, 1.0785], [1.5437, -1.2191, 2.4506], [-0.5006, 0.1416, -1.6418], [-0.2461, 0.3213, -0.2073], [-0.0847, 0.0222, 0.3610], [0.2458, 0.1723, -0.0747], [0.0517, -0.1118, -0.1039], [0.8511, 0.1694, 0.3006], [-0.0602, -0.0753, 0.0376], [-0.0635, -0.0717, -0.1093], [-0.0179, -0.1828, -0.0010], [0.1308, -0.0222, 0.0833], [-0.1811, 0.1516, -0.0380], [-0.1015, -0.1016, 0.0785], [0.2127, -0.0734, -0.0043], [-0.0668, -0.0563, 0.0515], [-0.9734, 0.3921, -0.7469], [0.0429, 0.0629, 0.1169]]}

{"formula": "C6H12O2", "method": "the ωB97M-V functional and the def2-TZVPD basis", "e_tot_ev": -10504.1350, "lumo_ev": -2.8654, "e_homo_ev": -7.8, "homo_lumo_gap_ev": 4.964, "max_force_ev_per_a": 4.8, "multiplicity": 1, "species": ["O", "O", "C", "C", "C", "C", "C", "C", "H", "H", "H", "H", "H", "H", "H", "H", "H", "H", "H", "H"], "xyz": [[2.643, 0.517, 2.502], [2.591, 1.241, 0.117], [-1.170, -1.144, -0.212], [-2.413, -0.693, -0.875], [-0.136, 0.148, 0.056], [1.968, 0.894, 1.355], [0.970, -0.449, 0.961], [0.207, 0.921, -1.094], [-0.729, 0.673, 0.762], [-0.210, 1.930, -1.185], [1.547, -1.166, 0.428], [0.584, -0.972, 1.903], [-1.942, -0.070, -1.697], [1.924, 1.265, -0.727], [-1.294, -1.929, 0.550], [-2.982, -1.414, -1.410], [-3.028, -0.024, -0.375], [0.722, 0.235, -1.872], [-0.525, -1.599, -0.907], [1.273, 1.635, 1.720]], "atomic_forces_ev_per_a": [[-1.1646, 0.4321, -4.6727], [-0.7169, -0.4781, -0.2078], [1.8866, -0.2861, 0.3671], [2.0820, 1.4219, -2.8903], [-1.7908, -0.5338, 1.9753], [0.9570, -1.7085, 2.6610], [-0.1542, 0.0569, 1.4187], [0.6791, -2.3366, -0.4103], [-0.5308, 1.3436, 0.4676], [0.4967, -0.5362, -0.5853], [1.0246, -0.4860, -0.3989], [0.3434, 1.0861, -1.3177], [-1.0788, -0.3671, 0.4451], [1.0078, -0.0417, 2.5886], [0.2192, 0.9732, 0.5092], [-0.4739, -1.0545, 0.0773], [-1.2002, 1.0138, 1.4184], [-1.0210, 1.8971, 0.5456], [0.3213, -1.2633, -1.3967], [-0.8865, 0.8673, -0.5942]]}

Result set for energy relative to the best compared isomer or geometry (same formula, charge and spin): 120.89; 74.27; 188.45 kcal per mole, one per record in the order listed.